{"formula": "C4H8ClN3", "method": "ωB97M-V/def2-TZVPD", "elements": ["C", "C", "C", "C", "N", "N", "N", "Cl", "H", "H", "H", "H", "H", "H", "H", "H"], "coordinates": [[1.297230, 0.693889, -0.124099], [1.336437, -0.534889, 0.269661], [0.016947, 1.490134, -0.275032], [1.610763, -1.907380, 0.443757], [-0.881835, -0.603367, 0.435917], [-1.046324, 0.736851, 0.418185], [-2.337493, 1.230824, -0.018791], [-1.405008, -1.373530, -1.130371], [2.136101, 1.376989, -0.280343], [0.124169, 2.509001, 0.186772], [-0.408099, 1.539066, -1.337653], [0.735772, -2.660158, 0.407722], [2.101789, -2.138314, 1.432839], [2.438474, -2.360933, -0.145482], [-3.082722, 1.125368, 0.671346], [-2.636206, 0.876454, -0.954430]], "forces_ev_per_a": [[0.196, 1.520, -0.150], [-4.606, 0.510, -0.615], [-1.285, -0.137, -0.455], [1.756, -3.764, 1.700], [2.253, -0.174, 0.904], [-1.310, 0.670, -0.001], [0.472, 0.286, -0.316], [0.106, -0.318, -0.919], [0.410, -0.688, -0.161], [-0.223, -0.918, -0.655], [1.411, 0.390, 0.851], [1.036, 1.713, -0.264], [-0.876, 0.634, -0.296], [-0.685, 0.714, -0.611], [0.754, -0.377, -0.158], [0.593, -0.060, 1.146]], "orbital_gap_ev": [7.786, 7.782], "e_homo_ev": [-7.960, -7.957], "multiplicity": 1}



{"formula": "C4H8ClN4", "method": "ωB97M-V/def2-TZVPD", "elements": ["C", "C", "C", "C", "N", "N", "N", "N", "Cl", "H", "H", "H", "H", "H", "H", "H", "H"], "coordinates": [[1.511594, 0.583028, 1.353407], [0.775019, 1.161789, 0.471972], [-0.198802, -0.514356, -1.161891], [0.626987, 0.753269, -0.954481], [-0.625305, -1.146797, -0.155032], [-0.340645, -1.049909, -2.352784], [-1.575329, -0.480849, 1.809917], [-0.652187, -1.085721, 1.099039], [-0.537126, 2.296597, 0.937313], [1.927022, 0.865319, 2.339650], [0.081158, 1.499751, -1.544795], [1.611956, 0.663980, -1.458283], [0.228564, -0.986310, -3.230830], [-1.112102, -1.651658, -2.332089], [-2.187364, 0.171883, 1.493130], [-1.673160, -0.800081, 2.781354], [2.139719, -0.279934, 0.904402]], "forces_ev_per_a": [[4.348, -2.198, 0.484], [-2.792, 1.519, -0.570], [4.554, 3.273, -0.509], [-0.056, -0.097, -1.483], [-3.633, -3.630, 1.353], [0.586, 0.232, -0.996], [1.129, -2.816, 3.704], [0.542, 0.929, -0.965], [0.988, 0.011, -0.179], [-1.354, -0.010, -0.464], [0.271, 0.240, 0.286], [-0.445, -0.195, 0.300], [-0.814, 0.627, 1.476], [-0.973, -1.759, -0.603], [-1.668, 2.259, -1.662], [0.170, 0.182, -0.924], [-0.852, 1.432, 0.751]], "orbital_gap_ev": [8.492, 6.405], "e_homo_ev": [-11.757, -13.799], "total_charge": 1, "multiplicity": 3}